[1]
Density functional theory data (wB97M-V/def2-TZVPD) for a molecular structure, C44H58ClIN4O4Re.

```
113
Properties=species:S:1:pos:R:3
Re -0.90 -0.55 -0.30
C -4.28 0.90 -1.60
N -3.42 1.28 -0.49
C -4.11 1.20 0.78
C -2.84 2.60 -0.66
C -1.52 2.67 0.06
N -0.46 1.72 -0.40
C -0.07 2.11 -1.79
C 0.73 1.15 -2.63
C 1.93 1.56 -3.18
C 2.62 0.76 -4.09
C 2.02 -0.44 -4.46
C 0.82 -0.90 -3.93
C 0.20 -0.10 -2.96
O -0.92 -0.50 -2.29
C 0.20 -2.22 -4.39
C 1.03 -2.88 -5.49
C -1.21 -1.96 -4.95
C 0.10 -3.22 -3.23
C 3.97 1.23 -4.64
C 3.79 2.53 -5.42
C 4.60 0.19 -5.57
C 4.93 1.46 -3.47
C 0.68 2.00 0.51
C 0.47 1.67 1.98
C 1.10 2.51 2.88
C 1.02 2.31 4.26
C 0.27 1.24 4.69
C -0.40 0.35 3.84
C -0.30 0.59 2.46
O -0.98 -0.20 1.62
C -1.21 -0.78 4.50
C -2.39 -0.14 5.26
C -1.79 -1.85 3.57
C -0.31 -1.52 5.51
C 1.75 3.27 5.21
C 1.49 2.93 6.67
C 1.28 4.71 4.96
C 3.26 3.18 4.95
H -5.13 1.59 -1.73
H -4.66 -0.10 -1.43
H -3.69 0.89 -2.52
H -4.94 1.92 0.84
H -3.42 1.39 1.60
H -4.51 0.20 0.91
H -3.50 3.39 -0.26
H -2.73 2.82 -1.72
H -1.68 2.48 1.12
H -1.11 3.69 -0.02
H 0.47 3.06 -1.72
H -0.99 2.30 -2.33
H 2.33 2.53 -2.90
H 2.53 -1.06 -5.18
H 1.13 -2.23 -6.37
H 0.53 -3.80 -5.81
H 2.03 -3.15 -5.14
H -1.15 -1.29 -5.82
H -1.85 -1.50 -4.20
H -1.66 -2.90 -5.28
H 1.06 -3.31 -2.71
H -0.18 -4.20 -3.60
H -0.65 -2.90 -2.51
H 3.11 2.39 -6.26
H 4.75 2.88 -5.81
H 3.38 3.32 -4.79
H 3.98 0.02 -6.46
H 4.76 -0.76 -5.07
H 5.57 0.56 -5.92
H 4.58 2.26 -2.81
H 5.92 1.74 -3.84
H 5.03 0.56 -2.86
H 0.89 3.07 0.44
H 1.55 1.49 0.12
H 1.67 3.34 2.49
H 0.17 1.07 5.76
H -3.05 0.37 4.56
H -2.05 0.59 6.00
H -2.96 -0.91 5.78
H -2.52 -1.45 2.88
H -2.27 -2.61 4.19
H -1.01 -2.34 2.99
H 0.04 -0.88 6.32
H 0.57 -1.93 5.01
H -0.86 -2.34 5.96
H 0.43 2.99 6.92
H 2.02 3.64 7.31
H 1.85 1.93 6.93
H 0.20 4.79 5.11
H 1.50 5.03 3.94
H 1.78 5.39 5.65
H 3.62 2.16 5.13
H 3.80 3.86 5.61
H 3.50 3.44 3.92
Cl -3.46 -7.06 0.16
C -3.29 -5.33 0.02
C -4.39 -4.56 -0.19
C -4.30 -3.16 -0.31
I -6.06 -2.09 -0.57
C -3.08 -2.51 -0.24
O -2.87 -1.23 -0.32
C -1.94 -3.34 -0.02
N -0.76 -2.66 0.06
C 0.34 -3.33 0.36
C 0.34 -4.72 0.54
C -0.82 -5.43 0.40
C -2.01 -4.74 0.13
H -5.37 -5.03 -0.27
H 1.24 -2.76 0.47
H 1.28 -5.21 0.77
H -0.83 -6.50 0.52
O 3.36 -1.17 -0.76
C 2.23 -0.90 -0.56
N 1.10 -0.61 -0.34
```

Summary:
- Lowest unoccupied orbital energy (alpha / beta): -0.022 / -0.035 Eh
- E: -83476.5931 eV
- 2S+1: 4
- ΔE to the lowest compared entry with this formula, charge and spin: 5.0 kcal per mole
- Kohn-Sham gap (alpha / beta): 6.779 / 6.942 eV

---

[2]
Density functional theory data (wB97M-V/def2-TZVPD) for 2 unconnected molecules or ions with the total composition C11H16N6O2 at a distorted geometry.

```
35
Properties=species:S:1:pos:R:3
O 2.92 -0.64 -0.38
N 2.65 -1.85 -0.09
O 3.55 -2.68 0.15
C 1.28 -2.23 -0.08
C 0.93 -3.59 0.17
C -0.38 -4.00 0.06
C -1.37 -3.03 -0.27
N -2.69 -3.09 -0.55
N -3.06 -1.83 -0.94
N -2.05 -1.00 -0.91
N -0.96 -1.72 -0.48
C 0.35 -1.28 -0.54
H 1.75 -4.29 0.35
H -0.74 -5.01 0.20
H 0.58 -0.63 -1.43
C -0.81 1.72 -1.66
C -0.10 1.95 -0.33
C 1.00 3.00 -0.52
C -1.07 2.44 0.78
C -0.91 1.47 1.95
C 0.36 0.69 1.66
N 0.46 0.70 0.19
H -1.35 2.65 -1.95
H -0.09 1.50 -2.45
H -1.53 0.90 -1.60
H 0.55 3.91 -0.95
H 1.46 3.25 0.45
H 1.78 2.64 -1.19
H -0.79 3.46 1.07
H -2.10 2.45 0.41
H -0.85 1.97 2.92
H -1.78 0.80 1.96
H 1.26 1.18 2.08
H 0.34 -0.33 2.03
H 1.42 0.50 -0.12
```

Summary:
- Lowest unoccupied orbital energy: -0.040 Eh
- E: -24696.7360 eV
- ΔE to the lowest compared entry with this formula, charge and spin: 0.0 kcal per mole
- Structure (SMILES): O=[N+]([O-])c1ccc2nnnn2c1.CC1(C)CCCN1
- Kohn-Sham gap: 7.480 eV

---

[3]
Density functional theory data (wB97M-V/def2-TZVPD) for a molecular structure, C5H5ClO2 at a distorted geometry.

```
13
Properties=species:S:1:pos:R:3
C 0.28 -1.47 0.77
C -1.12 -0.67 1.03
C -0.16 -1.02 -0.70
C -0.07 0.62 -0.44
C -0.74 0.78 0.71
H 1.85 -1.86 1.71
H 0.20 -2.50 1.00
H -1.81 -0.82 1.81
H 0.17 -1.41 -1.71
H -1.08 1.80 1.00
O 1.52 -0.84 1.26
O -1.45 -1.26 -0.16
Cl 0.64 1.89 -1.23
```

Summary:
- Lowest unoccupied orbital energy: 0.019 Eh
- E: -21878.6933 eV
- ΔE to the lowest compared entry with this formula, charge and spin: 100.4 kcal per mole
- Kohn-Sham gap: 9.553 eV

---

[4]
Density functional theory data (wB97M-V/def2-TZVPD) for 2 unconnected molecules or ions with the total composition C11H27NO5P at a distorted geometry.

```
45
Properties=species:S:1:pos:R:3
C 0.60 0.82 2.48
C -0.25 1.93 3.23
C 0.00 3.41 2.71
N -1.03 1.64 4.20
P -2.66 0.97 3.67
O -3.11 2.61 3.28
C -3.53 2.48 1.92
C -4.66 1.34 2.04
O -4.19 0.38 3.01
H 0.00 -0.13 2.55
H 1.60 0.69 2.96
H 0.64 1.07 1.38
H 0.91 3.87 3.17
H 0.06 3.39 1.58
H -0.86 4.08 2.95
H -3.18 1.17 5.00
H -2.32 -0.40 4.06
H -2.16 0.61 2.36
H -2.70 2.28 1.17
H -3.95 3.44 1.50
H -5.42 1.90 2.66
H -5.10 0.95 1.09
C 3.99 -0.11 -4.32
O 2.84 -0.80 -3.87
C 2.82 -2.14 -4.33
C 1.79 -2.95 -3.54
O 2.28 -3.40 -2.29
C 2.36 -2.41 -1.26
C 1.01 -2.05 -0.67
O 0.34 -1.11 -1.49
C -1.03 -0.99 -1.17
H 4.05 -0.11 -5.41
H 3.93 0.92 -3.97
H 4.89 -0.57 -3.90
H 3.81 -2.60 -4.20
H 2.55 -2.14 -5.39
H 1.57 -3.85 -4.11
H 0.85 -2.40 -3.43
H 2.90 -1.53 -1.61
H 2.97 -2.86 -0.47
H 1.15 -1.60 0.32
H 0.40 -2.96 -0.57
H -1.54 -1.94 -1.35
H -1.47 -0.23 -1.81
H -1.16 -0.69 -0.12
```

Summary:
- Lowest unoccupied orbital energy: 0.092 Eh
- E: -32856.8892 eV
- Total charge: -1
- ΔE to the lowest compared entry with this formula, charge and spin: 27.4 kcal per mole
- Kohn-Sham gap: 5.535 eV

---

Q: The lowest E belongs to which entry?
A: C44H58ClIN4O4Re